(1)
This record from OMol25 describes a 2-piece molecular cluster, H4O2 overall. The level of theory is ωB97M-V/def2-TZVPD.

```
6
Properties=species:S:1:pos:R:3
O -0.4383 -0.9504 0.2423
H -1.3916 -1.0778 0.4501
H -0.2968 -1.4537 -0.5913
O 0.9414 1.0951 -0.3540
H 1.0607 0.7451 0.5578
H 0.1246 1.6417 -0.3050
```

Summary:
* SMILES: O.O
* energy above the lowest of the compared OMol25 structures with the same formula, charge and spin: 8.9 kcal/mol



(2)
This record from OMol25 describes a 2-piece molecular cluster, H4O2 overall. The level of theory is ωB97M-V/def2-TZVPD.

```
6
Properties=species:S:1:pos:R:3
O 0.8049 0.1093 1.4036
H 1.0871 0.9759 1.4984
H 0.4237 0.0279 0.4963
O -0.6496 0.0212 -1.0164
H -1.6346 -0.5409 -0.9077
H -0.0315 -0.5934 -1.4742
```

Summary:
* SMILES: O.O
* energy above the lowest of the compared OMol25 structures with the same formula, charge and spin: 15.9 kcal/mol



(3)
This record from OMol25 describes a 2-piece molecular cluster, H4O2 overall. The level of theory is ωB97M-V/def2-TZVPD.

```
6
Properties=species:S:1:pos:R:3
O -1.3935 -0.3968 -0.7802
H -1.6823 -1.1166 -0.1991
H -0.4220 -0.4033 -0.7305
O 1.1341 0.2610 0.5208
H 1.9475 0.7711 0.4949
H 0.4162 0.8846 0.6942
```

Summary:
* SMILES: O.O
* energy above the lowest of the compared OMol25 structures with the same formula, charge and spin: 0.8 kcal/mol



(4)
This record from OMol25 describes a 2-piece molecular cluster, H4O2 overall. The level of theory is ωB97M-V/def2-TZVPD.

```
6
Properties=species:S:1:pos:R:3
O -0.7006 -0.9216 -0.5946
H -0.4632 -1.7455 -0.0711
H 0.1865 -0.6289 -0.8956
O 0.2668 1.4646 0.7057
H 0.9797 1.1246 0.2068
H -0.2692 0.7069 0.6489
```

Summary:
* SMILES: O.O
* energy above the lowest of the compared OMol25 structures with the same formula, charge and spin: 8.2 kcal/mol



(5)
This record from OMol25 describes a 2-piece molecular cluster, H4O2 overall. The level of theory is ωB97M-V/def2-TZVPD.

```
6
Properties=species:S:1:pos:R:3
O 0.2793 0.4980 -1.5027
H 0.2487 0.4276 -2.4612
H -0.4864 0.0673 -1.1914
O 0.3464 -0.4155 1.6507
H 0.0642 0.1593 2.3755
H -0.4522 -0.7368 1.1291
```

Summary:
* SMILES: O.O
* energy above the lowest of the compared OMol25 structures with the same formula, charge and spin: 9.1 kcal/mol



(6)
This record from OMol25 describes a 2-piece molecular cluster, H4O2 overall. The level of theory is ωB97M-V/def2-TZVPD.

```
6
Properties=species:S:1:pos:R:3
O -1.7593 -0.0981 0.0874
H -1.4324 -0.7385 -0.5959
H -1.0657 0.6387 -0.0585
O 1.6922 -0.1483 -0.0478
H 1.4393 -0.3159 0.8403
H 1.1261 0.6620 -0.2255
```

Summary:
* SMILES: O.O
* energy above the lowest of the compared OMol25 structures with the same formula, charge and spin: 9.8 kcal/mol



no.,calculated total energy (eV)
1,-4159.555
2,-4159.248
3,-4159.903
4,-4159.585
5,-4159.545
6,-4159.514